No. 1
144
Properties=species:S:1:pos:R:3:forces:R:3:mulliken_charge:R:1 method="wB97M-V/def2-TZVPD" smiles=COCCNCCOC.COCCNCCOC.COCCNCCOC.COCCNCCOC.COCCNCCOC.CC(C)O.CC(C)O relative_energy_kcal_mol=78.0 total_charge=0 homo_lumo_gap_ha=0.3244
C 3.043916 3.814361 1.370609 0.665 0.170 0.590 -0.76
O 4.396713 3.347343 1.167406 -1.507 0.202 -0.161 -0.35
C 4.468010 2.154590 0.409635 1.282 -0.107 0.475 -0.23
C 5.958300 1.682653 0.441257 -2.051 -0.841 0.760 -0.85
N 6.144465 0.374303 -0.160316 0.770 -0.011 -2.636 -0.33
C 5.987339 0.382013 -1.649275 -0.022 -0.585 0.744 -0.42
C 6.143990 -1.011318 -2.284484 0.158 0.649 0.459 -0.85
O 5.023192 -1.794261 -1.851490 0.753 0.772 -0.235 -0.16
C 5.156001 -3.162148 -2.101292 -0.288 -0.513 0.198 -0.81
H 3.149854 4.637706 2.076993 -0.110 0.138 -0.218 0.28
H 2.357714 3.108450 1.838487 0.397 -0.657 0.214 0.30
H 2.485449 4.139229 0.492720 0.573 0.181 -0.515 0.30
H 4.168126 2.326092 -0.624165 -0.363 -0.061 -0.061 0.32
H 3.893240 1.369227 0.900509 -0.441 -0.107 -0.226 0.29
H 6.190312 1.500440 1.490581 0.315 0.736 0.099 0.37
H 6.524974 2.498934 -0.006708 0.580 -0.467 -0.002 0.33
H 5.650159 -0.428568 0.201836 -0.334 0.490 0.538 0.28
H 6.712498 1.111277 -2.010388 0.094 -0.202 -0.362 0.38
H 4.996180 0.699450 -1.973220 -0.242 0.316 0.050 0.22
H 7.120775 -1.435674 -2.052255 -0.038 -0.420 0.733 0.46
H 6.191271 -0.958995 -3.372198 -0.507 0.252 -0.291 0.41
H 5.574643 -3.404048 -3.078189 0.016 0.201 -0.242 0.33
H 4.151333 -3.580520 -2.040472 0.040 -0.139 -0.038 0.18
H 5.771970 -3.651437 -1.346792 0.170 -0.037 0.129 0.33
C -5.656458 5.528185 0.923938 0.410 0.056 -0.723 -0.72
O -5.491922 6.225974 -0.311861 0.014 1.184 1.007 -0.30
C -4.846756 7.515037 -0.123819 -0.508 -0.413 -1.804 -0.72
C -5.095218 8.339369 -1.457750 0.373 -0.721 2.317 -0.35
N -4.886870 9.763540 -1.200158 -0.169 0.248 -1.563 -0.31
C -5.003684 10.489629 -2.472584 -1.864 1.715 -0.493 -0.56
C -6.471267 10.500744 -3.000469 -0.983 -0.912 -0.021 -0.47
O -6.653045 11.295227 -4.145052 1.704 0.512 -0.308 -0.33
C -7.907326 11.283461 -4.757209 0.284 0.201 -0.147 -0.71
H -4.689672 5.400138 1.410807 0.212 -0.247 0.036 0.30
H -6.077375 4.561702 0.646740 0.004 0.040 0.281 0.24
H -6.287856 6.045147 1.646558 -0.327 0.170 -0.177 0.30
H -3.785108 7.321638 0.029822 0.289 0.106 -0.097 0.36
H -5.179352 8.083398 0.744767 -0.571 -0.141 0.050 0.42
H -6.137665 8.217081 -1.751778 0.127 -0.239 0.127 0.27
H -4.455427 7.897296 -2.221507 0.116 0.146 -0.317 0.23
H -3.999060 9.991855 -0.776178 0.161 -0.308 -0.002 0.25
H -4.383333 10.225834 -3.329130 0.358 -0.777 0.133 0.29
H -4.833218 11.562267 -2.380464 0.463 0.063 0.676 0.36
H -7.235642 10.834860 -2.298913 0.401 0.133 0.892 0.33
H -6.792072 9.487982 -3.244377 0.085 -0.402 -0.179 0.29
H -8.664111 11.745819 -4.123492 -0.270 -0.194 0.182 0.30
H -8.188636 10.281413 -5.081067 -0.231 -0.191 0.142 0.30
H -7.801882 11.905044 -5.646372 -0.074 -0.030 -0.012 0.23
C 4.629403 2.781578 -8.828637 -0.563 0.054 0.729 -0.75
O 3.350927 3.266477 -8.381443 0.180 -0.752 0.071 -0.29
C 2.559358 2.295069 -7.665708 0.256 0.916 0.304 -0.62
C 1.250620 2.946537 -7.226399 -0.540 -0.074 0.983 -0.52
N 1.360556 3.939075 -6.112681 2.061 -1.659 -1.511 -0.36
C 0.138583 4.541966 -5.716623 -0.191 -0.137 -0.128 -0.79
C -0.377315 5.512839 -6.744565 -0.761 1.690 0.846 -0.44
O 0.566444 6.582201 -6.885315 0.260 -0.073 -0.672 -0.32
C 0.249511 7.599286 -7.825573 -0.075 0.148 -0.229 -0.80
H 4.524568 2.145477 -9.707540 0.026 0.167 -0.228 0.28
H 5.134477 2.191383 -8.063991 -0.164 -0.214 0.309 0.31
H 5.294370 3.631311 -8.983175 -0.343 0.079 -0.400 0.24
H 3.112938 1.937556 -6.797472 0.151 0.210 0.333 0.33
H 2.347258 1.382422 -8.222652 -0.089 0.127 -0.658 0.40
H 0.598498 2.163126 -6.840251 -0.008 -0.315 -0.056 0.39
H 0.721534 3.361854 -8.084115 0.141 0.083 -0.374 0.26
H 1.979399 4.621983 -6.525917 0.161 0.614 0.509 0.29
H 0.287362 4.991412 -4.734804 -0.038 0.477 -0.125 0.34
H -0.600723 3.761196 -5.537932 -0.205 -0.110 -0.174 0.37
H -1.259399 5.983482 -6.310376 -0.595 -0.099 -0.160 0.45
H -0.669122 5.044791 -7.684716 0.305 0.004 -0.226 0.33
H -0.614620 8.218108 -7.583860 -0.334 -0.196 0.587 0.30
H 0.053571 7.257380 -8.841850 0.077 -0.624 -0.072 0.31
H 1.072824 8.307450 -7.919154 0.285 -0.317 0.351 0.27
C 0.979624 -1.834669 7.688723 -1.142 -0.060 -0.659 -0.76
O 2.354273 -1.726342 7.561429 1.565 0.685 0.579 -0.33
C 2.878492 -1.136604 6.370704 0.415 0.193 -0.510 -0.57
C 4.407364 -0.838947 6.502754 -0.604 -1.556 -0.111 -0.71
N 4.718227 -0.038953 7.673214 -1.267 0.004 -0.144 -0.48
C 4.425222 1.366177 7.442902 -0.553 0.298 0.375 -0.47
C 4.176638 2.067413 8.797477 0.535 -0.258 0.234 -0.73
O 3.140783 1.472419 9.590306 -0.745 -0.419 -0.656 -0.25
C 2.955256 2.025919 10.898941 1.084 0.510 -1.095 -0.72
H 0.552336 -2.152374 6.737626 -0.232 -0.200 -0.172 0.32
H 0.440653 -0.930705 7.972373 0.367 0.567 -0.023 0.28
H 0.684635 -2.562072 8.445001 0.568 -0.213 -0.002 0.25
H 2.435001 -0.182399 6.086256 -0.842 -0.096 0.179 0.35
H 2.745591 -1.887297 5.591666 -0.090 0.248 -0.478 0.47
H 4.836189 -0.399507 5.602139 -0.259 -0.125 -0.223 0.36
H 4.782150 -1.855046 6.625967 0.795 0.118 0.082 0.34
H 3.858131 -0.279876 8.144689 0.294 -0.380 1.796 0.34
H 3.542746 1.525476 6.823254 -0.505 -0.118 -0.094 0.26
H 5.208976 1.821551 6.837526 0.391 0.342 0.542 0.44
H 3.960258 3.112054 8.573880 -0.019 0.264 0.294 0.41
H 5.087033 1.953683 9.385989 0.345 0.411 0.014 0.36
H 3.909438 1.958142 11.421469 0.011 -0.139 0.409 0.31
H 2.158279 1.539338 11.461238 0.124 -0.266 -0.448 0.22
H 2.736050 3.089358 10.803331 -0.236 0.195 0.099 0.29
C -1.942320 -15.231278 -0.629539 0.426 0.103 -0.153 -0.76
O -1.251254 -13.991113 -0.471984 -0.251 -0.462 0.906 -0.29
C -1.838732 -12.865430 -1.102409 -0.136 -0.508 -0.507 -0.62
C -0.919927 -11.659735 -1.037122 0.100 -1.368 0.144 -0.60
N -0.933028 -10.962304 0.217126 -0.131 1.522 0.136 -0.35
C -0.129704 -9.727630 0.155967 -0.495 -0.600 0.951 -0.63
C 0.062223 -9.139344 1.554825 1.105 0.066 -1.420 -0.66
O 1.008937 -9.958641 2.259382 -1.230 0.603 -0.560 -0.29
C 1.111113 -9.517967 3.582894 0.170 0.037 0.181 -0.73
H -2.948922 -15.274019 -0.213567 -0.065 0.411 0.279 0.30
H -1.344197 -16.016338 -0.166907 0.065 0.267 0.269 0.26
H -2.032495 -15.548211 -1.668531 0.035 0.364 -0.434 0.31
H -2.815641 -12.578740 -0.713096 -0.234 -0.293 0.320 0.33
H -1.955360 -13.208337 -2.130473 -0.246 0.560 -0.500 0.40
H -1.225771 -10.985476 -1.837092 0.145 0.143 0.024 0.38
H 0.058879 -12.093508 -1.241727 0.507 0.293 -0.439 0.34
H -0.610592 -11.479837 1.022293 0.082 -0.513 -0.271 0.26
H -0.581569 -8.986837 -0.503691 -0.341 -0.008 0.050 0.37
H 0.869854 -9.898425 -0.243789 0.326 -0.178 -0.093 0.32
H -0.864834 -8.923909 2.086090 -0.142 -0.564 0.243 0.39
H 0.524364 -8.172489 1.355524 0.190 0.383 0.327 0.42
H 1.359667 -8.460310 3.670639 0.491 0.245 -0.288 0.30
H 1.902873 -10.128159 4.017485 -0.333 0.113 0.450 0.24
H 0.140922 -9.563387 4.077630 -0.039 -0.612 0.387 0.31
C -6.098289 -3.011384 4.244627 0.494 -0.091 0.482 -1.24
C -6.845772 -4.140587 3.631393 -0.177 -0.708 -1.024 0.54
C -6.728688 -4.124963 2.116252 -0.955 0.732 -0.260 -1.31
O -6.325105 -5.343182 4.115283 0.736 -0.984 0.875 -0.55
H -6.660584 -2.104584 4.021810 0.448 0.259 0.274 0.35
H -5.064346 -3.000598 3.899739 -0.056 0.330 -0.414 0.32
H -5.988069 -3.215405 5.309669 -0.439 0.374 0.177 0.32
H -7.880728 -4.061899 3.964213 -0.387 0.013 -0.250 0.17
H -5.692581 -4.043526 1.787684 -0.045 0.051 0.047 0.34
H -7.323476 -3.279997 1.769311 0.377 0.433 -0.237 0.33
H -7.219430 -4.940589 1.585193 0.137 -0.509 0.373 0.41
H -6.451802 -6.055586 3.484382 -0.130 0.100 -0.045 0.32
C -0.140633 -2.264726 -1.842190 -1.303 0.344 -0.439 -1.25
C 0.240624 -1.065092 -0.962270 -0.115 -0.880 -0.194 0.73
C -0.795588 -0.652445 0.052029 -0.601 -0.598 0.199 -1.43
O 1.351898 -1.572871 -0.298682 1.658 0.150 1.500 -0.53
H -0.247629 -3.185992 -1.269550 0.012 0.288 0.614 0.33
H 0.625391 -2.532687 -2.569864 0.002 0.491 -0.283 0.35
H -1.112243 -2.131262 -2.317873 0.073 0.082 -0.486 0.36
H 0.566679 -0.157002 -1.469388 -0.301 -0.035 -0.776 0.18
H -0.468992 0.140769 0.724531 0.122 0.137 -0.309 0.31
H -1.066911 -1.490601 0.693894 0.129 -0.224 0.016 0.33
H -1.719794 -0.379636 -0.457380 0.039 0.326 -0.010 0.38
H 1.979745 -1.807165 -0.986084 0.367 -0.043 0.173 0.24

=====

No. 2
77
Properties=species:S:1:pos:R:3:forces:R:3:mulliken_charge:R:1 method="wB97M-V/def2-TZVPD" relative_energy_kcal_mol=29.7 total_charge=+1 homo_lumo_gap_ha=0.1959
C 2.714556 4.068404 3.308515 -0.245 0.394 -0.012 -0.93
N 2.417094 2.664574 3.147758 0.480 -0.336 -0.136 0.30
C 3.371857 1.757327 2.781413 1.072 0.529 -0.788 0.01
O 4.527136 2.020117 2.455914 -1.710 -0.533 0.757 -0.67
C 2.705734 0.380552 2.793658 0.634 0.059 -0.720 0.24
C 3.198354 -0.519692 3.939627 -0.107 0.031 0.318 -0.84
C 4.682757 -0.820280 3.845235 0.078 0.015 -0.002 0.32
C 5.137448 -1.834022 2.995733 0.201 0.256 0.122 -0.06
C 6.509619 -2.069151 2.858379 -0.149 0.084 0.131 -0.72
C 7.425525 -1.289618 3.573193 -0.208 0.129 -0.012 -0.47
C 6.972855 -0.267288 4.417625 -0.147 -0.225 -0.057 -0.70
C 5.603025 -0.051633 4.567705 -0.029 -0.141 -0.235 -0.27
N 1.281567 0.738183 2.886669 -1.376 -1.915 0.017 0.59
C 0.325222 -0.196516 2.768067 1.697 0.917 -0.057 0.49
C -1.029879 0.044107 2.962630 -1.711 -0.253 0.027 0.67
C -2.024828 -0.907044 2.754422 1.360 0.696 0.386 -0.32
C -3.419556 -0.669852 2.976961 -1.294 0.323 0.195 0.79
C -4.376393 -1.712923 2.806987 0.958 0.244 -0.048 -0.71
C -5.720983 -1.497262 3.011650 -0.708 0.712 0.233 -0.31
C -6.198959 -0.219927 3.414181 0.715 0.102 -0.182 -0.07
N -7.574645 0.022743 3.583222 -0.517 -0.704 0.006 0.15
C -8.139882 0.267068 4.899215 0.291 0.086 0.014 -0.97
C -8.354523 0.642520 2.524668 0.206 -0.051 -0.075 -0.96
C -5.260497 0.815622 3.618899 -0.061 -0.340 -0.077 -0.30
C -3.912906 0.602085 3.389989 0.259 -0.359 -0.005 -0.90
C 1.053710 2.157414 3.208190 0.039 0.931 0.405 0.07
C 0.496345 2.381146 4.619652 0.088 -0.237 0.225 -1.53
C 0.168796 2.884877 2.184862 0.193 -0.157 -0.293 -1.61
H 3.797984 4.211315 3.327242 -0.240 -0.166 -0.042 0.37
H 2.285876 4.657983 2.487309 0.213 -0.070 0.137 0.31
H 2.280324 4.424579 4.249369 0.198 0.032 -0.137 0.31
H 2.913332 -0.122227 1.831164 -0.177 0.263 0.321 0.37
H 2.966361 -0.018841 4.895412 0.071 -0.231 -0.249 0.45
H 2.619356 -1.455534 3.892574 0.133 0.206 0.109 0.49
H 4.406480 -2.425763 2.437229 0.288 0.091 0.124 0.37
H 6.855393 -2.862518 2.191265 -0.067 0.282 0.256 0.39
H 8.495851 -1.471094 3.467180 -0.315 0.054 0.007 0.37
H 7.680979 0.364410 4.959599 -0.210 -0.293 -0.178 0.37
H 5.230355 0.732723 5.231067 0.193 -0.182 -0.194 0.34
H 0.680984 -1.197750 2.502668 -0.118 0.327 -0.001 0.08
H -1.318990 1.037951 3.302410 0.032 -0.603 -0.221 -0.76
H -1.715130 -1.904209 2.439534 -0.136 0.071 -0.114 0.24
H -4.012001 -2.702355 2.520478 -0.129 0.255 0.014 0.37
H -6.450228 -2.298177 2.880453 0.226 0.237 0.023 0.45
H -7.524044 -0.203200 5.675111 -0.203 0.107 -0.167 0.30
H -8.232585 1.346439 5.109446 0.048 -0.148 0.095 0.34
H -9.149761 -0.164921 4.925550 0.226 0.074 0.118 0.33
H -7.877060 0.480714 1.550807 -0.176 0.033 0.218 0.31
H -9.356619 0.192833 2.520577 0.180 0.120 -0.137 0.33
H -8.475675 1.726891 2.694915 0.073 -0.139 -0.133 0.33
H -5.618020 1.794781 3.944132 0.114 -0.290 -0.121 0.38
H -3.222213 1.432698 3.546597 -0.246 -0.235 -0.081 0.28
H 1.186450 1.972690 5.371090 -0.213 0.117 -0.183 0.33
H 0.379904 3.460168 4.786887 0.016 -0.356 0.003 0.52
H -0.479045 1.906744 4.743005 0.152 0.172 0.136 0.37
H 0.616256 2.816497 1.184401 -0.145 0.046 0.220 0.37
H -0.834489 2.456800 2.150351 0.162 0.214 -0.086 0.43
H 0.084677 3.940892 2.474386 0.027 -0.332 -0.119 0.48
C 0.670510 -3.762345 1.260219 0.072 -0.049 0.112 -1.42
C -0.354749 -3.166361 0.314092 -0.911 0.234 -0.179 0.98
C -1.592737 -3.851353 0.279485 0.730 -0.364 0.475 -0.58
N -2.536934 -3.710299 -0.726455 -0.758 0.153 -0.524 0.20
C -2.429579 -2.786315 -1.747019 -0.197 -0.490 0.362 -0.17
C -3.404803 -2.686852 -2.722709 -0.339 -0.358 0.164 -0.65
C -4.528809 -3.511321 -2.689134 0.197 0.133 0.140 -0.24
C -4.625955 -4.448271 -1.652701 0.059 -0.017 0.123 -0.62
C -3.638398 -4.548779 -0.697394 0.431 0.670 -0.398 -0.11
O -0.111191 -2.137604 -0.350245 0.483 -0.187 0.280 -0.77
H 0.223868 -3.989648 2.238648 0.142 0.003 -0.186 0.33
H 1.043721 -4.704946 0.838387 -0.009 0.229 0.151 0.47
H 1.512054 -3.075440 1.380579 -0.068 -0.080 -0.031 0.26
H -1.759467 -4.694521 0.950685 0.011 0.219 -0.379 0.30
H -1.543412 -2.168806 -1.735417 -0.048 -0.111 0.207 0.56
H -3.261640 -1.938768 -3.498548 -0.082 -0.199 0.133 0.38
H -5.314312 -3.423139 -3.436902 0.211 -0.057 0.180 0.40
H -5.482286 -5.114450 -1.566103 0.212 0.147 -0.107 0.39
H -3.634875 -5.270484 0.116646 -0.123 0.206 -0.278 0.37

=====

The records above yield DFT total energy values of -2602.5212 -1612.0064 Ha, respectively.
The records above yield lowest unoccupied orbital energy values of 0.34 -4.38 eV, respectively.
The records above yield molar mass values of 786.1 511.7 g mol⁻¹, respectively.